Record 1
A cluster of 5 separate species, C43H76FI2N5O10 in total in a non-equilibrium geometry, computed with ωB97M-V/def2-TZVPD.

lowest unoccupied orbital energy	-0.84	eV
ΔE to the lowest compared entry with this formula, charge and spin	0.00	kJ/mol
DFT total energy	-92664.799	eV
M	1095.91	Da
orbital gap	8.115	eV
structure (SMILES)	CCOc1c(CCF)c(/C(I)=C(/C)I)c(CCC(=O)O)c2c1C(=O)C=C(CCCCN(C)C(C)=O)C2=O.COC[C@@H](C)N.COC[C@@H](C)N.COC[C@@H](C)N.COC[C@@H](C)N

Geometry as XYZ:
```
137
C43H76FI2N5O10 (ωB97M-V/def2-TZVPD)
C 6.0216 -2.0222 1.7624
C 5.5807 -0.6726 1.2436
O 4.2521 -0.5909 0.6813
C 3.4390 -1.6831 0.7526
C 3.2465 -2.4828 -0.3901
C 3.8762 -2.1931 -1.7448
C 5.2614 -1.5852 -1.8278
F 5.2037 -0.1979 -1.8729
C 2.3585 -3.5811 -0.3004
C 2.1198 -4.4435 -1.4836
I 0.3895 -3.9009 -2.5757
C 2.9021 -5.4253 -1.9106
C 2.6660 -6.2569 -3.1295
I 4.6638 -5.8117 -0.8291
C 1.6432 -3.8834 0.8822
C 0.6866 -5.0376 0.9595
C 1.4102 -6.3929 1.1741
C 1.0101 -7.0548 2.4509
O 1.7865 -7.5257 3.2168
O -0.3319 -7.1037 2.6868
C 1.8295 -3.0438 1.9867
C 2.7109 -1.9562 1.9229
C 2.7932 -1.0818 3.1354
O 3.8020 -0.5677 3.5362
C 1.5126 -0.9302 3.8534
C 0.6756 -1.9629 3.9215
C -0.6670 -1.9411 4.5819
C -1.6315 -1.0966 3.7315
C -1.6656 -1.5294 2.2636
C -3.0874 -1.5987 1.7020
N -3.1652 -2.4894 0.5433
C -4.3650 -2.2309 -0.2727
C -3.0750 -3.8784 0.8560
C -3.6209 -4.4307 2.1486
O -2.5966 -4.6280 0.0520
C 1.0853 -3.2298 3.2601
O 0.8213 -4.3045 3.7398
H 5.9984 -2.8166 1.0222
H 5.4818 -2.3138 2.6556
H 7.0599 -1.9082 2.0693
H 5.6766 0.0601 2.0344
H 6.2568 -0.3627 0.4490
H 3.1917 -1.5503 -2.2974
H 3.9220 -3.1157 -2.3037
H 5.9185 -1.8958 -1.0263
H 5.7085 -1.8836 -2.7750
H 1.6184 -6.5086 -3.2471
H 3.2411 -7.1751 -3.0661
H 2.9908 -5.7102 -4.0128
H 0.0082 -4.9009 1.7856
H 0.0578 -5.0847 0.0817
H 2.4818 -6.2716 1.2315
H 1.1361 -7.0546 0.3544
H -0.4473 -6.8130 3.6008
H 1.2572 0.0045 4.3317
H -0.6276 -1.5828 5.6060
H -1.0632 -2.9540 4.6133
H -2.6288 -1.0783 4.1646
H -1.2550 -0.0752 3.7635
H -1.2311 -2.5207 2.1158
H -1.0959 -0.8461 1.6428
H -3.4024 -0.6178 1.3593
H -3.7622 -1.8810 2.5159
H -5.1190 -1.6659 0.2715
H -4.7919 -3.1669 -0.6195
H -4.1085 -1.6675 -1.1668
H -3.2706 -3.8573 3.0027
H -4.7066 -4.4393 2.1586
H -3.2342 -5.4356 2.2515
C -2.5796 3.3971 2.0827
O -2.6055 2.4666 3.1524
C -2.4648 3.0335 4.4398
C -3.7546 3.6229 5.0277
C -4.1463 4.9691 4.4250
N -4.8889 2.7014 4.9125
H -1.9055 4.2322 2.2877
H -3.5793 3.7793 1.8687
H -2.2251 2.8720 1.1954
H -2.1452 2.2091 5.0847
H -1.6541 3.7744 4.4427
H -3.5664 3.7848 6.0932
H -4.5898 4.8601 3.4359
H -4.8862 5.4594 5.0576
H -3.2831 5.6320 4.3386
H -4.6771 1.8432 5.4138
H -4.9549 2.4142 3.9394
C -2.1885 7.5517 1.3437
O -3.2769 6.6572 1.2006
C -4.5496 7.2646 1.0878
C -4.9026 7.7650 -0.3193
C -4.1997 9.0618 -0.7090
N -4.6394 6.7543 -1.3491
H -2.4694 8.4364 1.9219
H -1.7906 7.8575 0.3736
H -1.3978 7.0232 1.8767
H -5.2657 6.4826 1.3563
H -4.6566 8.0640 1.8326
H -5.9780 7.9659 -0.3184
H -3.1575 8.8949 -0.9801
H -4.6890 9.5066 -1.5753
H -4.2306 9.7890 0.1045
H -5.1972 5.9269 -1.1556
H -3.6796 6.4386 -1.2356
C -6.3965 5.7516 -7.1245
O -6.1503 5.8123 -5.7332
C -5.4113 6.9382 -5.2949
C -6.2372 8.2155 -5.0988
C -6.6165 8.9185 -6.3990
N -7.4516 7.9700 -4.3162
H -5.5591 6.1591 -7.6984
H -7.3150 6.2791 -7.3937
H -6.5224 4.7020 -7.3900
H -5.0038 6.6579 -4.3204
H -4.5559 7.1137 -5.9615
H -5.6094 8.9049 -4.5265
H -7.4360 8.4144 -6.9108
H -6.9465 9.9364 -6.1921
H -5.7665 8.9722 -7.0823
H -7.1853 7.6079 -3.4044
H -7.9510 7.2013 -4.7554
C 10.0565 -5.3574 -4.5156
O 8.7709 -5.5101 -3.9440
C 8.6106 -6.6342 -3.1008
C 9.1132 -6.4395 -1.6633
C 10.6310 -6.4980 -1.5222
N 8.6276 -5.1875 -1.0758
H 10.5125 -6.3256 -4.7414
H 10.7198 -4.7835 -3.8642
H 9.9373 -4.8030 -5.4461
H 7.5320 -6.8093 -3.0587
H 9.0624 -7.5230 -3.5612
H 8.6995 -7.2644 -1.0752
H 11.1072 -5.5785 -1.8616
H 10.9044 -6.6331 -0.4762
H 11.0495 -7.3313 -2.0902
H 7.6119 -5.2027 -1.0719
H 8.8629 -4.4364 -1.7196
```

Results of the Löwdin charge analysis, in e, for atoms 1 through 6: -0.059 -0.217 -0.040 -0.165 -0.075 -0.096

Record 2
A cluster of 8 separate species, C48H39BrF8O3 in total in a non-equilibrium geometry, computed with ωB97M-V/def2-TZVPD.

lowest unoccupied orbital energy	-0.76	eV
DFT total energy	-148332.861	eV
M	895.73	Da
orbital gap	8.464	eV
structure (SMILES)	O=C1OC(=O)C(CCF)=C1Br.Fc1ccccc1.Fc1ccccc1.Fc1ccccc1.Fc1ccccc1.Fc1ccccc1.Fc1ccccc1.Fc1ccccc1

Geometry as XYZ:
```
99
C48H39BrF8O3 (ωB97M-V/def2-TZVPD)
O 1.5425 0.5704 5.1990
C 2.1304 0.2810 4.2065
O 1.8892 -0.7922 3.3987
C 3.0784 -1.0410 2.7046
O 3.3425 -2.0966 2.2413
C 3.8874 0.2002 2.7328
C 5.1200 0.3626 1.9115
C 6.3763 -0.1040 2.6807
F 7.1468 0.9776 3.0878
C 3.3131 1.0095 3.6252
Br 3.7827 2.6983 4.1765
H 5.2632 1.4212 1.6855
H 5.0262 -0.2054 0.9884
H 6.0712 -0.6425 3.5832
H 6.9499 -0.8006 2.0783
F 2.6874 1.5010 -0.3589
C 1.3458 1.3618 -0.2722
C 0.6112 1.1928 -1.4278
C -0.7641 1.0450 -1.3223
C -1.3787 1.0745 -0.0758
C -0.6179 1.2493 1.0716
C 0.7581 1.3912 0.9753
H 1.1096 1.1771 -2.3880
H -1.3538 0.9046 -2.2144
H -2.4522 0.9594 -0.0010
H -1.0922 1.2756 2.0436
H 1.3786 1.5236 1.8501
F -1.5421 0.4172 -4.2909
C -1.9863 -0.8533 -4.4903
C -2.0654 -1.7128 -3.4141
C -2.5291 -3.0026 -3.6251
C -2.8960 -3.4105 -4.9013
C -2.8019 -2.5280 -5.9683
C -2.3463 -1.2335 -5.7657
H -1.7699 -1.3800 -2.4281
H -2.6010 -3.6827 -2.7928
H -3.2569 -4.4174 -5.0630
H -3.0849 -2.8444 -6.9631
H -2.2728 -0.5254 -6.5806
F -3.1094 -3.7029 -0.8389
C -4.1589 -4.3209 -0.2460
C -4.2117 -5.6989 -0.2536
C -5.2905 -6.3223 0.3571
C -6.2900 -5.5660 0.9536
C -6.2118 -4.1795 0.9433
C -5.1360 -3.5459 0.3414
H -3.4228 -6.2670 -0.7282
H -5.3479 -7.4023 0.3670
H -7.1296 -6.0571 1.4266
H -6.9879 -3.5873 1.4022
H -5.0531 -2.4674 0.3264
F -7.4319 -1.2838 1.3848
C -7.3084 -0.9485 2.6885
C -6.2349 -0.1742 3.0773
C -6.1122 0.1648 4.4166
C -7.0511 -0.2758 5.3391
C -8.1197 -1.0564 4.9213
C -8.2573 -1.3971 3.5835
H -5.5120 0.1525 2.3418
H -5.2797 0.7748 4.7397
H -6.9491 -0.0111 6.3826
H -8.8507 -1.4037 5.6387
H -9.0854 -1.9992 3.2343
F -7.3021 2.4054 -6.7934
C -6.5583 2.3205 -5.6714
C -5.2184 2.0089 -5.7812
C -4.4569 1.9258 -4.6245
C -5.0431 2.1459 -3.3855
C -6.3936 2.4546 -3.3015
C -7.1632 2.5476 -4.4520
H -4.7859 1.8347 -6.7573
H -3.4055 1.6894 -4.6895
H -4.4456 2.0766 -2.4858
H -6.8530 2.6232 -2.3368
H -8.2158 2.7923 -4.4113
F 8.6694 -1.3935 0.7626
C 9.7258 -1.3563 1.6030
C 9.6595 -2.0675 2.7839
C 10.7440 -2.0272 3.6476
C 11.8671 -1.2786 3.3260
C 11.9076 -0.5697 2.1336
C 10.8319 -0.6076 1.2590
H 8.7722 -2.6408 3.0180
H 10.7096 -2.5831 4.5746
H 12.7091 -1.2476 4.0039
H 12.7799 0.0178 1.8813
H 10.8450 -0.0668 0.3224
F 4.7141 3.7397 1.1024
C 4.5727 4.5526 0.0326
C 3.3007 4.9066 -0.3664
C 3.1601 5.7421 -1.4644
C 4.2807 6.2008 -2.1438
C 5.5486 5.8256 -1.7221
C 5.7033 4.9954 -0.6211
H 2.4424 4.5300 0.1739
H 2.1710 6.0345 -1.7900
H 4.1651 6.8497 -3.0012
H 6.4230 6.1789 -2.2516
H 6.6812 4.6942 -0.2703
```

Results of the Löwdin charge analysis, in e, for atoms 1 through 6: 0.162 -0.487 0.137 -0.379 0.203 -0.174

Record 3
A cluster of 2 separate species, C2H5NSi in total in a non-equilibrium geometry, computed with ωB97M-V/def2-TZVPD.

spin multiplicity	3
lowest unoccupied orbital energy (alpha / beta)	0.37 / -2.51	eV
ΔE to the lowest compared entry with this formula, charge and spin	174.92	kJ/mol
DFT total energy	-11515.679	eV
M	71.15	Da
orbital gap (alpha / beta)	6.217 / 7.433	eV

Geometry as XYZ:
```
9
C2H5NSi (ωB97M-V/def2-TZVPD)
C -0.7171 0.1719 -0.0888
C -0.0024 -1.0533 0.1509
N -1.9597 0.4162 -0.0929
Si 1.0978 0.5558 0.0006
H -0.2558 -1.7146 0.9287
H 0.1913 -1.5101 -0.7992
H -2.2256 1.3645 -0.0159
H 2.3977 0.8915 -1.4276
H 1.4738 0.8782 1.3442
```

Results of the Löwdin charge analysis, in e, for atoms 1 through 6: -0.590 -0.276 0.157 0.702 0.053 0.039

Record 4
A cluster of 3 separate species, C12H14FN3O3S in total, computed with ωB97M-V/def2-TZVPD.

lowest unoccupied orbital energy	-0.08	eV
DFT total energy	-36830.999	eV
M	299.33	Da
orbital gap	9.420	eV

Geometry as XYZ:
```
34
C12H14FN3O3S (ωB97M-V/def2-TZVPD)
N 1.8518 -0.2075 -2.0519
C 0.8923 -0.0419 -2.8592
C 0.3160 1.3449 -3.0022
O -0.7217 1.6124 -2.0111
S -2.1189 0.8398 -1.9275
O -1.9358 -0.4013 -1.2349
O -2.0879 0.4794 -3.6136
F -3.2871 -0.2562 -3.7723
H 2.1526 -1.1809 -2.0274
H 0.4599 -0.8433 -3.4604
H 1.0931 2.0659 -2.7713
H -0.0734 1.5422 -3.9952
N -1.9221 -5.3347 1.3743
C -1.9283 -4.4448 0.3841
C -1.6019 -3.1059 0.5460
C -1.2497 -2.6670 1.8126
C -1.2395 -3.5797 2.8551
C -1.5815 -4.8966 2.5839
H -2.2116 -4.8247 -0.5919
H -1.6214 -2.4201 -0.2892
H -0.9892 -1.6296 1.9813
H -0.9727 -3.2822 3.8602
H -1.5824 -5.6375 3.3761
N 0.3879 3.8637 1.7408
C 0.5757 2.9985 0.7448
C 1.8222 2.5192 0.3678
C 2.9363 2.9747 1.0552
C 2.7577 3.8822 2.0866
C 1.4673 4.2917 2.3901
H -0.3196 2.6616 0.2397
H 1.9178 1.7949 -0.4305
H 3.9261 2.6228 0.7935
H 3.5976 4.2641 2.6512
H 1.2904 4.9962 3.1955
```

Results of the Löwdin charge analysis, in e, for atoms 1 through 6: 0.129 -0.209 -0.181 -0.361 0.985 -0.378

Record 5
A structure of composition C24H25F9N2O7S2TcTe in a non-equilibrium geometry, computed with ωB97M-V/def2-TZVPD.

spin multiplicity	3
lowest unoccupied orbital energy (alpha / beta)	-3.61 / -3.99	eV
ΔE to the lowest compared entry with this formula, charge and spin	11.43	kJ/mol
net charge	+1
DFT total energy	-98217.431	eV
M	914.19	Da
orbital gap (alpha / beta)	8.310 / 7.778	eV

Geometry as XYZ:
```
71
C24H25F9N2O7S2TcTe (ωB97M-V/def2-TZVPD)
Tc -0.0121 2.0961 0.9569
F -3.0990 4.0888 -0.0206
C -3.6200 3.6478 1.1011
F -3.7986 4.6281 1.9618
F -4.7528 3.0099 0.8637
S -2.5191 2.3659 1.9050
O -2.0304 1.5330 0.7445
O -3.3164 1.7016 2.8648
N -1.1871 3.0279 2.5618
S -0.2967 4.3837 2.2645
O 1.0245 3.8695 1.8146
O -0.9636 5.3826 1.5038
C -0.0104 5.1273 3.9424
F 0.2857 4.1957 4.8159
F 0.9880 5.9733 3.7846
F -1.1177 5.7544 4.2794
C -0.0764 3.0910 -2.9298
C 0.0404 2.6708 -1.5036
O -0.3023 3.4797 -0.5985
N 0.5332 1.4954 -1.0026
Te 0.0114 -0.1673 -2.0325
C 1.7382 -1.3236 -2.3357
C 3.0241 -1.0543 -1.8759
C 3.4428 0.0928 -0.9885
C 4.0287 -1.9469 -2.2464
C 3.7883 -3.0622 -3.0283
C 4.8958 -4.0087 -3.4073
C 2.4853 -3.2884 -3.4647
C 1.4440 -2.4368 -3.1404
C 0.0596 -2.7637 -3.6656
C -1.0249 -1.1665 -0.5349
C -0.4052 -1.8057 0.5475
C 1.0617 -1.7767 0.8770
C -1.2337 -2.5249 1.4051
C -2.6029 -2.6070 1.2219
C -3.4686 -3.3949 2.1681
C -3.1768 -1.9288 0.1471
C -2.4186 -1.1954 -0.7438
C -3.1279 -0.4664 -1.8626
H 0.2146 4.1388 -2.9884
H -1.1137 3.0188 -3.2597
H 0.5553 2.5004 -3.5903
H 2.6504 0.8044 -0.7944
H 4.2727 0.6343 -1.4452
H 3.7998 -0.2912 -0.0295
H 5.0370 -1.7524 -1.8930
H 5.8210 -3.7725 -2.8842
H 5.0927 -3.9602 -4.4799
H 4.6224 -5.0384 -3.1735
H 2.2729 -4.1585 -4.0775
H 0.0616 -3.7445 -4.1352
H -0.2721 -2.0481 -4.4232
H -0.6977 -2.8103 -2.8774
H 1.5389 -0.8462 0.5838
H 1.5880 -2.6020 0.3926
H 1.1856 -1.8654 1.9532
H -0.7824 -3.0072 2.2645
H -2.8831 -3.8385 2.9711
H -3.9844 -4.1968 1.6363
H -4.2334 -2.7567 2.6150
H -4.2529 -1.9641 0.0111
H -4.2047 -0.5676 -1.7470
H -2.8724 -0.8610 -2.8474
H -2.9089 0.6041 -1.8581
F 1.6182 1.9402 3.9989
C 0.9232 0.8743 4.4410
F -0.1655 1.3405 5.0645
F 1.6714 0.2156 5.3106
C 0.4915 -0.0387 3.2910
O 0.3117 -1.2064 3.4904
O 0.3518 0.5583 2.1304
```

Results of the Löwdin charge analysis, in e, for atoms 1 through 6: 1.528 0.180 -0.691 0.185 0.180 0.717

Record 6
A structure of composition C35H36Br3HfN6O2Si2 in a non-equilibrium geometry, computed with ωB97M-V/def2-TZVPD.

lowest unoccupied orbital energy (alpha / beta)	-4.23 / -4.23	eV
ΔE to the lowest compared entry with this formula, charge and spin	0.00	kJ/mol
net charge	+1
DFT total energy	-277106.288	eV
M	1047.09	Da
orbital gap (alpha / beta)	4.064 / 4.063	eV

Geometry as XYZ:
```
85
C35H36Br3HfN6O2Si2 (ωB97M-V/def2-TZVPD)
Hf -7.4193 -10.6509 -14.5317
Br -10.8685 -6.2557 -18.4582
C -9.9020 -7.5343 -17.4937
C -10.5416 -8.7397 -17.1188
C -9.8199 -9.6576 -16.4298
N -8.5265 -9.4882 -16.0692
C -7.8886 -8.2954 -16.4875
C -8.5909 -7.3152 -17.1859
C -6.4589 -8.2042 -16.2029
C -5.6156 -7.3495 -16.9391
C -4.2493 -7.4337 -16.7064
Br -3.0711 -6.3409 -17.6973
C -3.7275 -8.3826 -15.8236
C -4.6244 -9.1678 -15.1380
N -5.9578 -9.0787 -15.2952
H -11.5840 -8.9255 -17.3830
H -10.2718 -10.5682 -16.1016
H -8.0969 -6.4013 -17.4553
H -6.0274 -6.7608 -17.7498
H -2.6666 -8.4933 -15.6472
H -4.2550 -9.9391 -14.4490
Br -8.6424 -12.8076 -10.8625
C -7.3570 -13.5973 -12.0114
C -7.0129 -14.9260 -11.6318
C -5.9361 -15.5148 -12.2597
C -5.2451 -14.7748 -13.2368
C -5.7412 -13.5273 -13.6193
N -6.8122 -12.9131 -12.9968
C -5.1956 -12.8564 -14.8600
O -4.1376 -13.1918 -15.3714
O -5.9880 -11.8737 -15.3274
H -7.5477 -15.3581 -10.7943
H -5.7071 -16.5467 -12.0496
H -4.3779 -15.1889 -13.7551
C -8.8542 -8.8657 -10.4545
Si -9.2474 -8.4222 -12.2619
C -8.1140 -7.0944 -12.9109
C -11.0066 -7.7276 -12.3774
N -9.0996 -9.9277 -13.2500
C -10.0166 -10.9237 -13.1088
C -11.1098 -10.9140 -12.1948
C -12.2207 -11.7192 -12.3109
C -12.2055 -12.7723 -13.2601
C -11.0332 -13.0631 -13.9440
C -9.9939 -12.0785 -14.0429
N -9.0022 -12.1451 -14.9584
Si -9.1087 -13.3686 -16.2762
C -8.8395 -15.1010 -15.5357
C -10.7913 -13.2885 -17.1065
C -7.8993 -12.9627 -17.6430
H -8.0894 -8.1919 -10.0528
H -8.4401 -9.8728 -10.3591
H -9.7183 -8.7721 -9.8093
H -8.3852 -6.0794 -12.4920
H -8.1262 -7.0334 -13.9797
H -7.0731 -7.2677 -12.5779
H -10.9579 -6.6458 -12.5839
H -11.6753 -7.8633 -11.5178
H -11.5574 -8.1559 -13.2312
H -11.0783 -10.2158 -11.3544
H -13.1096 -11.5634 -11.7428
H -13.1174 -13.3473 -13.4594
H -10.9077 -14.0198 -14.4681
H -9.7881 -15.6244 -15.3604
H -8.3613 -15.0393 -14.5506
H -8.2865 -15.7313 -16.1994
H -11.5852 -13.8490 -16.5782
H -10.7238 -13.6819 -18.1330
H -11.1379 -12.2287 -17.1533
H -6.8690 -13.2960 -17.3712
H -7.8285 -11.8648 -17.8448
H -8.2914 -13.4049 -18.5686
N -6.2656 -10.1909 -12.7741
C -5.5512 -9.7320 -11.9667
C -4.7065 -9.1833 -10.9859
C -4.6233 -9.8470 -9.7470
C -3.8111 -9.3401 -8.7504
C -3.1524 -8.0966 -8.8960
C -3.2767 -7.4293 -10.1265
C -4.0294 -7.9751 -11.1650
H -5.1544 -10.8075 -9.5480
H -3.7307 -9.9040 -7.8163
H -2.5077 -7.6930 -8.1007
H -2.8170 -6.4644 -10.3087
H -4.0821 -7.4492 -12.1210
```

Results of the Löwdin charge analysis, in e, for atoms 1 through 6: 1.602 0.851 -0.653 -0.049 -0.092 0.001

Q: Look up the M of the fifth one.
A: 914.19 Da

Q: DFT total energy of number 3 (C2H5NSi)?
A: -11515.679 eV

Q: Number 2 is which compound?
A: C48H39BrF8O3